No. 1
ORCA calculation (ωB97M-V/def2-TZVPD) on a molecular structure, C42H60N7OSSi2Y.

Positions of all 114 atoms, in Å:
H: 1.15 -1.55 -4.60
H: 5.71 0.73 0.99
C: -6.38 -2.77 -0.39
H: -1.29 -2.22 2.75
C: -4.16 -3.83 0.11
H: -1.56 1.97 1.99
C: 0.89 1.68 2.88
H: 0.74 -5.47 -1.51
C: 2.79 -0.04 -1.36
H: -6.67 -3.80 -0.63
C: 4.75 0.76 1.51
H: 2.78 -0.40 3.42
Si: -0.67 -0.29 -3.37
H: -4.00 2.70 -0.64
C: 2.28 3.56 1.46
H: 1.53 8.30 -1.23
H: -6.64 -2.14 -1.24
H: 3.59 -1.95 3.23
C: -0.88 -0.35 5.52
C: -1.99 2.24 1.02
H: -2.82 1.70 -1.50
H: -0.94 -4.72 0.79
C: 2.43 -4.34 -0.74
H: -1.87 -2.24 5.15
H: 2.83 4.26 0.85
C: -4.92 -2.68 -0.07
C: -1.20 1.31 -4.22
C: -0.96 -1.41 3.40
C: 4.86 -2.13 0.61
H: -1.08 2.18 -3.57
H: -0.19 -1.16 -5.67
C: 2.90 -1.25 2.74
H: -6.99 -2.44 0.46
C: 1.78 0.20 -2.34
C: 0.51 -3.32 -1.68
C: 0.32 5.17 -1.03
H: -2.38 -5.65 1.23
C: -4.11 1.17 1.69
H: 4.54 -3.09 1.00
Y: 0.06 -0.30 0.16
C: -2.27 -1.11 -2.81
H: -4.41 1.05 -1.10
Si: 3.66 -0.73 1.08
C: 3.48 0.97 -3.92
C: 0.14 0.60 3.57
H: 4.97 0.76 2.58
C: 0.06 -1.48 -4.66
H: -1.91 -5.50 -0.46
C: -3.60 1.68 -0.74
C: 1.34 -4.59 -1.78
H: -1.19 2.34 0.27
H: -5.08 0.81 1.36
C: -0.16 0.67 4.93
C: -1.96 -4.96 0.49
H: -1.12 -0.31 6.58
C: -4.33 -1.42 0.05
H: 1.11 -4.37 0.98
C: 4.47 0.71 -2.99
C: 2.08 3.75 2.81
H: 1.51 6.22 -2.30
H: -2.26 1.24 -4.49
H: 0.87 -2.55 -2.36
C: 1.39 2.80 3.54
H: -0.36 -2.48 -4.52
H: 2.92 -5.24 -0.39
H: 2.47 4.63 3.31
H: -1.00 6.43 1.69
H: 2.24 -3.00 0.99
H: 1.96 2.18 -0.17
H: 0.16 1.51 5.52
H: -2.91 -0.46 -2.23
N: 0.43 -0.08 -2.03
N: 2.42 -0.46 -0.08
C: -1.29 -1.42 4.74
H: 4.29 1.72 1.27
H: 1.39 0.96 -4.31
C: -2.96 -1.25 0.36
H: 4.92 0.06 -1.02
H: 1.94 -1.75 2.68
H: -2.14 -2.03 -2.24
C: -0.41 6.41 0.78
H: -4.62 -4.80 0.02
N: 0.99 6.32 -1.44
C: -2.23 -2.46 0.48
H: 1.73 -4.74 -2.78
C: 1.78 2.40 0.88
H: -4.95 -0.56 -0.15
C: 0.25 7.59 0.37
N: -2.28 -0.07 0.49
C: 2.16 0.72 -3.58
H: 5.51 0.90 -3.22
C: 0.97 7.49 -0.79
H: -1.15 -2.45 0.64
H: 0.20 8.51 0.93
H: 3.72 1.37 -4.90
H: -0.56 -3.48 -1.85
H: -2.81 -1.38 -3.73
O: 0.69 -2.82 -0.33
H: 3.18 -3.66 -1.13
C: -2.80 -3.72 0.37
N: 1.08 1.50 1.57
H: -3.79 0.52 2.52
H: 5.85 -1.92 1.04
H: -4.25 2.17 2.09
S: 0.45 3.80 -1.93
H: 1.25 2.93 4.60
H: 4.98 -2.22 -0.47
N: -0.25 -0.44 2.82
H: -0.65 1.50 -5.14
C: -3.02 1.19 0.59
H: -2.44 3.23 1.10
C: 1.64 -3.65 0.36
N: -0.39 5.28 0.14
C: 4.12 0.23 -1.73

- frontier orbital gap (eV) = 5.354
- molar mass (g/mol) = 856.13

Results of the Löwdin charge analysis, in e, for atoms 1 through 2: number 1, H, carries 0.02; number 2, H, carries 0.02

---

No. 2
ORCA calculation (ωB97M-V/def2-TZVPD) on a molecular structure, C6H8O5Pm.

Positions of all 20 atoms, in Å:
H: 4.17 -0.25 -0.42
C: -1.55 1.72 0.16
C: -3.24 0.42 -0.54
H: -4.26 0.78 -0.69
O: -2.33 1.50 -0.86
H: -3.74 0.26 1.61
C: 1.15 -0.47 -0.84
C: 3.28 -0.54 0.15
H: -2.47 -0.89 1.06
C: 2.78 -1.94 -0.14
H: 3.37 -2.48 -0.89
Pm: 1.68 2.81 -0.56
O: -1.88 1.07 1.23
O: 2.16 0.28 -0.35
C: -2.90 0.11 0.92
H: 3.40 -0.32 1.21
H: -3.02 -0.41 -1.22
O: 1.45 -1.70 -0.72
O: -0.70 2.62 0.15
H: 2.63 -2.56 0.75

- total charge = +3
- frontier orbital gap (spin up / spin down) (eV) = 4.271 / 6.084
- molar mass (g/mol) = 305.12
- multiplicity = 5

Results of the Löwdin charge analysis, in e, for atoms 1 through 2: number 1, H, carries 0.15; number 2, C, carries -0.58

---

No. 3
ORCA calculation (ωB97M-V/def2-TZVPD) on a molecular structure, C15H39AlClNO7P.

Positions of all 65 atoms, in Å:
H: -7.44 -1.16 4.42
H: 2.36 -0.16 -3.65
H: -2.97 -0.61 -3.14
Cl: 4.76 0.16 -0.99
O: -6.77 -2.14 2.68
C: 0.99 -0.78 -2.08
H: -6.29 0.55 2.12
O: 0.12 0.36 -2.01
H: -0.02 -0.32 -6.09
H: -0.80 0.35 -3.87
H: -2.69 -3.56 -1.95
C: -3.77 -0.60 1.65
H: 2.34 -1.90 -3.32
H: -6.81 1.08 3.68
C: -6.66 -3.28 3.53
H: 1.65 -0.90 -6.32
H: -3.30 0.38 1.53
H: -4.51 -1.84 3.29
C: 5.48 2.62 0.44
H: -3.21 -0.76 3.70
H: -6.13 0.38 -0.35
H: -0.93 -3.72 -1.82
H: -5.84 -3.89 3.16
C: 1.70 -1.02 -3.42
H: 11.35 1.86 0.00
C: 4.23 1.57 0.09
H: 7.81 4.05 -0.55
H: 4.96 3.68 0.61
H: -4.69 1.23 0.21
N: 10.35 1.67 0.30
H: 6.17 2.61 -0.52
C: -1.06 0.34 -2.81
H: 6.33 0.84 1.67
H: 5.44 2.18 2.68
H: -8.24 -0.75 2.89
O: 0.79 -1.28 -4.48
H: 7.62 4.41 2.97
C: -4.14 -0.83 3.12
Al: 7.94 2.99 2.34
H: -7.59 -3.86 3.49
C: 6.21 2.02 1.78
O: -1.58 -2.06 -2.81
C: -6.34 0.23 3.16
H: 8.63 2.11 3.49
H: 1.76 -0.60 -1.33
H: 10.47 1.24 1.26
H: -1.76 -2.57 -0.78
H: -4.56 0.00 -1.09
H: 1.32 0.56 -5.33
H: 3.28 2.14 -0.32
O: -4.89 -0.78 0.79
O: 8.72 3.72 -0.87
O: -5.03 0.13 3.71
H: -6.43 -3.01 4.56
P: 9.51 3.24 0.65
C: -1.77 -3.02 -1.78
H: 0.47 -1.67 -1.74
H: -3.03 -1.36 1.36
C: -5.06 0.27 -0.16
C: -2.09 -0.77 -2.50
C: 0.96 -0.44 -5.61
H: 3.91 1.09 1.13
H: -2.41 -0.69 -1.46
C: -7.27 -0.98 3.34
H: -1.56 1.30 -2.63

- total charge = -1
- frontier orbital gap (eV) = 5.176
- molar mass (g/mol) = 438.89

Results of the Löwdin charge analysis, in e, for atoms 1 through 2: number 1, H, carries 0.12; number 2, H, carries 0.12

---

No. 4
ORCA calculation (ωB97M-V/def2-TZVPD) on a gas-phase ion, C7H10 (charge +1).

Positions of all 17 atoms, in Å:
C: -0.59 0.92 0.96
H: -2.25 1.42 2.21
H: -0.02 2.66 2.13
C: 0.29 -2.28 -2.14
C: -0.16 -0.17 0.08
H: 1.23 1.75 1.49
C: 1.19 -1.61 -1.41
H: 2.20 -1.98 -1.37
H: 0.52 -3.15 -2.69
H: -0.76 -1.00 0.07
C: 0.20 2.03 1.25
H: 1.73 0.37 -0.88
H: 0.23 2.77 0.43
H: -2.26 -0.14 1.47
H: -0.71 -2.03 -2.38
C: -1.78 0.81 1.50
C: 0.93 -0.37 -0.71

- total charge = +1
- frontier orbital gap (spin up / spin down) (eV) = 9.451 / 6.616
- molar mass (g/mol) = 94.16
- multiplicity = 2

Results of the Löwdin charge analysis, in e, for atoms 1 through 2: number 1, C, carries -0.32; number 2, H, carries 0.10

---

No. 5
ORCA calculation (ωB97M-V/def2-TZVPD) on a molecular structure, C16H22Br2ClFLiNO5S.

Positions of all 50 atoms, in Å:
S: 1.12 0.40 -0.19
H: -5.50 -1.88 -1.59
C: -3.45 -1.33 -1.33
Cl: -0.92 -2.51 2.30
C: -2.88 -0.36 0.77
C: 5.15 3.65 -4.12
O: 0.92 -3.86 1.19
H: -0.83 -2.30 -2.25
C: -4.23 -0.51 1.08
H: -3.18 -1.65 -2.33
C: -2.47 -0.81 -0.49
H: 5.73 3.26 -4.95
H: 2.94 -0.92 -0.74
H: 4.46 4.41 -4.50
C: -1.13 1.83 4.49
Br: -0.73 -0.60 5.97
H: -0.26 -4.12 -0.90
C: -1.01 -0.71 -0.90
H: 4.14 3.33 -1.49
H: 1.55 -2.93 -1.54
C: -4.77 -1.45 -0.93
C: 3.52 2.90 -2.28
H: -2.18 0.08 1.47
H: -4.57 -0.17 2.06
H: 1.93 -1.66 0.49
O: 4.46 1.39 -3.86
H: 5.83 4.12 -3.41
C: -0.37 -2.05 -1.29
C: 1.92 -1.14 -0.47
H: -1.76 -3.44 -0.37
C: 1.15 -1.92 -1.54
F: -1.96 1.94 1.32
H: 3.03 2.01 -1.90
O: -0.32 -0.07 0.19
H: 0.46 1.59 5.94
C: 4.38 2.53 -3.46
H: -2.08 1.36 4.25
C: -0.59 1.34 5.81
C: -0.69 -3.26 -0.39
O: 1.12 1.08 -1.45
H: 2.76 3.62 -2.57
O: 1.70 1.08 0.92
H: -1.16 1.74 6.64
H: 1.36 -1.53 -2.53
Li: -5.09 -2.45 1.86
C: -0.08 -3.30 0.97
N: -5.19 -1.05 0.29
H: -1.26 2.91 4.51
Br: 0.06 1.49 3.02
H: -0.99 -0.09 -1.80

- frontier orbital gap (eV) = 4.678
- molar mass (g/mol) = 561.62

Results of the Löwdin charge analysis, in e, for atoms 1 through 2: number 1, S, carries 0.59; number 2, H, carries 0.11

---

No. 6
ORCA calculation (ωB97M-V/def2-TZVPD) on a single C4H9NO molecule.

Positions of all 15 atoms, in Å:
H: 0.30 -0.47 1.40
H: -1.11 1.48 0.79
H: -0.55 -0.35 -1.45
C: 0.98 1.20 0.15
C: -0.77 -0.10 -0.43
H: 1.62 1.29 -0.70
N: -1.86 -0.80 0.28
H: -2.70 -0.62 -0.44
C: 0.61 -0.29 0.32
H: 1.22 -2.10 -0.28
H: -1.68 -1.95 0.39
H: 1.38 1.71 1.09
O: 1.73 -1.11 -0.18
C: -0.54 1.41 -0.14
H: -0.98 2.25 -0.73

- frontier orbital gap (eV) = 10.423
- molar mass (g/mol) = 87.12
- SMILES = N[C@H]1CC[C@@H]1O

Results of the Löwdin charge analysis, in e, for atoms 1 through 2: number 1, H, carries 0.15; number 2, H, carries 0.10

---

No. 7
ORCA calculation (ωB97M-V/def2-TZVPD) on a molecular structure, C24H49N2O5PPdSeSi3.

Positions of all 86 atoms, in Å:
C: -2.84 3.09 -3.20
C: -0.21 3.52 0.20
H: -5.00 3.40 -1.57
O: 2.68 -0.14 0.35
O: -1.68 -0.74 -0.66
H: 2.62 -7.01 1.27
H: 3.90 -5.00 0.71
H: 0.11 2.97 -0.68
H: 1.14 3.81 3.24
H: 0.75 -0.08 5.93
C: -2.07 1.60 1.77
H: -0.90 0.91 -5.46
C: 2.21 -3.75 0.47
H: -3.66 3.59 -3.72
H: -0.20 3.11 4.14
C: -4.16 2.89 -1.10
H: 3.82 1.62 3.60
C: -1.67 -1.65 -5.08
H: -3.75 0.53 -3.59
H: -2.23 3.84 -2.71
H: 0.84 -2.25 -4.21
H: 0.15 -6.96 1.38
C: -3.38 2.11 -2.16
H: 1.88 -2.24 2.41
H: -1.20 -2.05 3.87
H: -5.17 1.50 -3.18
C: 3.60 -0.34 -0.72
O: -1.64 -0.20 -3.19
N: -1.27 -4.69 0.85
H: 0.92 -1.09 -2.87
C: 0.80 -3.69 0.53
C: -0.77 -0.81 -4.18
C: 1.00 0.56 5.10
H: -2.39 -1.02 -5.59
H: -3.52 3.64 -0.64
H: -2.23 2.56 -3.92
C: -0.13 0.31 -5.00
H: 4.98 1.02 2.46
C: 0.89 0.87 2.01
H: 0.48 0.96 -4.37
N: 0.04 -2.62 0.27
Si: 2.71 1.13 1.43
H: 0.49 -0.11 -5.78
H: -4.54 0.30 -2.03
H: 4.45 -0.92 -0.35
H: -0.27 -2.41 -2.84
H: -2.78 2.34 1.44
C: 3.05 2.75 0.50
H: 4.12 2.86 0.31
C: 0.72 -6.08 1.13
Pd: 0.25 -0.36 0.37
H: -1.19 3.92 -0.01
H: 3.93 -0.10 3.30
C: 2.09 -6.09 1.07
Si: 0.59 -0.34 3.47
C: 2.82 -4.94 0.74
H: -2.16 0.74 1.10
H: 0.45 1.49 5.22
H: -1.86 -0.45 4.09
H: -4.54 2.23 -0.33
Si: -0.30 2.36 1.73
H: -2.21 -2.40 -4.51
O: 0.11 0.72 -1.50
C: 0.04 -4.87 0.86
H: 2.54 2.79 -0.45
H: 2.76 -2.86 0.19
H: 2.69 -1.70 3.87
H: 1.26 -2.69 3.99
H: 0.46 4.36 0.36
H: 2.06 0.80 5.17
H: -1.06 -2.14 -5.83
C: 1.72 -1.89 3.42
C: 3.97 0.87 2.83
C: -4.26 1.04 -2.78
C: 0.25 -1.70 -3.48
H: -1.64 -1.10 2.46
C: -1.20 -1.04 3.45
P: -1.33 0.30 -1.74
O: -2.24 1.55 -1.47
C: 0.08 3.55 3.19
H: 2.76 3.61 1.08
H: -2.35 1.30 2.77
H: 3.95 0.61 -1.11
H: 3.08 -0.90 -1.51
H: -0.49 4.46 3.05
Se: -1.69 -3.08 0.39

- total charge = +2
- frontier orbital gap (spin up / spin down) (eV) = 4.424 / 4.535
- molar mass (g/mol) = 746.28

Results of the Löwdin charge analysis, in e, for atoms 1 through 2: number 1, C, carries 0.00; number 2, C, carries -0.15

---

No. 8
ORCA calculation (ωB97M-V/def2-TZVPD) on a single C4H11N3 molecule.

Positions of all 18 atoms, in Å:
H: 1.98 -0.21 -1.03
N: -2.38 -0.05 -0.34
H: -0.59 2.22 -0.94
H: 1.67 1.02 2.33
C: -1.15 0.18 -0.72
H: -0.42 -1.59 -0.35
H: 0.95 0.94 -0.20
H: 2.74 -0.96 1.07
H: -2.64 -0.88 -0.95
H: 1.22 -1.89 0.94
N: -0.73 1.42 -1.53
C: 1.17 -0.16 -0.26
N: -0.16 -0.66 -0.65
C: 1.68 -0.84 1.06
H: 0.06 0.19 2.02
H: 1.15 -0.35 3.16
H: 0.02 1.14 -2.13
C: 1.10 0.05 2.22

- frontier orbital gap (eV) = 8.665
- molar mass (g/mol) = 101.15
- SMILES = [H]/N=C(/N)NCCC

Results of the Löwdin charge analysis, in e, for atoms 1 through 2: number 1, H, carries 0.12; number 2, N, carries 0.02

---

Q: Which maximum force values were calculated for the entries above? A: 0.700, 5.191, 2.668, 5.134, 2.240, 5.928, 3.598, 4.220, in eV Å⁻¹.